A.
Below is a cluster of 12 separate species, C33H97N17O12 in total, with properties calculated with ωB97M-V/def2-TZVPD.

The value obtained for the molar mass is 924.25 g mol⁻¹. Its SMILES is COC[C@H](C)N.COC[C@H](C)N.COC[C@H](C)N.COC[C@H](C)N.COC[C@H](C)N.COC[C@H](C)N.COC[C@H](C)N.NC(N)=O.NC(N)=O.NC(N)=O.NC(N)=O.NC(N)=O. For the gap between HOMO and LUMO, the calculation gives 0.3183 hartree. The LUMO energy is 0.346 eV.

```
! wB97M-V def2-TZVPD RIJCOSX def2/J DEFGRID3
* xyz 0 1
C 8.443 -1.618 -2.831
O 7.629 -2.215 -1.883
C 6.377 -1.642 -1.854
C 5.753 -2.269 -0.689
C 5.520 -3.769 -0.881
N 4.450 -1.707 -0.401
H 8.687 -0.581 -2.599
H 7.978 -1.611 -3.817
H 9.382 -2.171 -2.853
H 6.510 -0.607 -1.539
H 5.730 -1.690 -2.729
H 6.368 -2.035 0.180
H 4.682 -3.844 -1.573
H 5.161 -4.266 0.020
H 6.299 -4.375 -1.344
H 4.702 -0.839 0.051
H 4.092 -1.468 -1.315
C 0.096 -1.028 -4.582
O 0.627 -2.312 -4.269
C 0.076 -2.915 -3.101
C 1.038 -3.781 -2.341
C 1.293 -5.112 -3.032
N 0.674 -4.095 -0.930
H 0.733 -0.524 -5.309
H 0.031 -0.368 -3.718
H -0.936 -1.085 -4.929
H -0.263 -2.127 -2.427
H -0.831 -3.495 -3.271
H 1.956 -3.195 -2.286
H 0.382 -5.703 -2.946
H 2.119 -5.609 -2.521
H 1.463 -4.871 -4.081
H 1.315 -4.812 -0.620
H 0.751 -3.409 -0.193
C -8.457 0.071 2.109
O -7.405 -0.839 2.387
C -6.086 -0.438 2.196
C -5.711 -0.118 0.740
C -6.061 -1.306 -0.246
N -4.272 0.016 0.588
H -8.425 0.806 2.913
H -9.397 -0.410 2.381
H -8.490 0.542 1.126
H -5.836 0.412 2.830
H -5.435 -1.221 2.583
H -6.292 0.716 0.346
H -5.318 -2.099 -0.325
H -6.291 -0.867 -1.217
H -7.032 -1.724 0.019
H -3.845 -0.816 0.972
H -3.910 0.807 1.100
C -0.547 -1.658 4.598
O -0.713 -3.070 4.815
C -2.029 -3.509 5.198
C -2.592 -2.857 6.504
C -1.660 -2.898 7.711
N -3.844 -3.509 6.901
H -1.120 -1.193 3.795
H 0.531 -1.622 4.440
H -0.778 -1.142 5.530
H -2.779 -3.259 4.448
H -2.062 -4.595 5.284
H -2.701 -1.817 6.198
H -2.100 -2.156 8.377
H -0.611 -2.719 7.474
H -1.814 -3.834 8.248
H -4.541 -3.256 6.215
H -3.670 -4.485 6.709
C -0.433 6.227 -7.574
O -0.297 5.179 -6.525
C -0.694 5.576 -5.198
C -0.332 4.418 -4.201
C -0.665 4.704 -2.704
N 1.104 4.102 -4.407
H -0.173 7.220 -7.207
H -1.405 6.112 -8.054
H 0.339 6.160 -8.341
H -0.036 6.417 -4.982
H -1.757 5.815 -5.158
H -1.048 3.645 -4.478
H -0.181 4.053 -1.976
H -1.732 4.617 -2.500
H -0.366 5.749 -2.620
H 1.427 5.040 -4.214
H 1.246 3.912 -5.389
C -6.795 2.178 -4.141
O -5.386 1.973 -3.961
C -4.959 0.888 -3.138
C -3.442 1.017 -2.769
C -2.551 1.195 -4.003
N -2.933 -0.065 -1.983
H -6.956 2.934 -4.910
H -7.410 2.368 -3.261
H -7.208 1.248 -4.530
H -5.496 0.927 -2.190
H -5.205 -0.105 -3.514
H -3.403 1.979 -2.257
H -2.834 2.141 -4.466
H -2.916 0.412 -4.667
H -1.490 1.161 -3.756
H -2.065 0.350 -1.675
H -3.435 0.015 -1.111
C 2.835 -1.504 6.477
O 2.381 -0.237 6.004
C 3.221 0.409 5.048
C 2.672 1.832 4.850
C 1.265 1.897 4.242
N 3.638 2.571 4.115
H 2.030 -1.775 7.160
H 3.794 -1.477 6.993
H 2.858 -2.230 5.664
H 4.183 0.525 5.548
H 3.342 -0.087 4.085
H 2.511 2.178 5.871
H 1.367 1.605 3.197
H 0.818 2.890 4.304
H 0.729 1.101 4.758
H 4.526 2.518 4.592
H 3.321 3.510 4.306
N 1.680 1.685 -2.963
C 2.695 0.951 -3.365
N 3.218 1.276 -4.510
O 3.140 0.031 -2.676
H 1.115 1.351 -2.195
H 1.299 2.449 -3.502
H 2.781 1.900 -5.174
H 3.870 0.566 -4.812
N 2.947 -3.624 1.205
C 2.202 -2.983 2.017
N 1.730 -3.794 2.950
O 1.865 -1.793 1.914
H 3.644 -3.141 0.656
H 3.063 -4.615 1.359
H 0.991 -3.530 3.586
H 2.196 -4.677 3.102
N 5.322 2.206 1.722
C 4.860 1.177 1.161
N 3.890 0.597 1.840
O 5.345 0.799 0.128
H 6.226 2.572 1.461
H 5.038 2.323 2.684
H 3.318 -0.093 1.375
H 3.641 1.165 2.637
N 1.283 -0.195 -0.440
C 0.255 0.562 -0.126
N -0.166 0.324 1.115
O -0.169 1.432 -0.846
H 1.692 -0.054 -1.352
H 1.550 -0.914 0.218
H -0.953 0.803 1.529
H 0.362 -0.369 1.626
N -3.751 3.741 1.253
C -2.664 3.039 1.080
N -1.981 3.563 0.089
O -2.372 1.980 1.670
H -3.695 4.677 0.877
H -4.558 3.363 1.729
H -1.325 2.922 -0.334
H -2.576 4.233 -0.377
*
```

Atomic partial charges in e from the Mulliken method, atoms 1 to 8: atom 1 (C): -0.797, atom 2 (O): -0.338, atom 3 (C): -0.381, atom 4 (C): 0.375, atom 5 (C): -1.781, atom 6 (N): 1.004, atom 7 (H): 0.290, atom 8 (H): 0.316



B.
Below is a cluster of 12 separate species, C33H97N17O12 in total, with properties calculated with ωB97M-V/def2-TZVPD.

The value obtained for the molar mass is 924.25 g mol⁻¹. Its SMILES is COC[C@H](C)N.COC[C@H](C)N.COC[C@H](C)N.COC[C@H](C)N.COC[C@H](C)N.COC[C@H](C)N.COC[C@H](C)N.NC(N)=O.NC(N)=O.NC(N)=O.NC(N)=O.NC(N)=O. For the gap between HOMO and LUMO, the calculation gives 0.3492 hartree. The LUMO energy is 0.324 eV.

```
! wB97M-V def2-TZVPD RIJCOSX def2/J DEFGRID3
* xyz 0 1
C 0.295 5.912 -4.330
O -0.845 5.071 -4.403
C -0.398 3.771 -3.959
C -1.650 3.003 -3.481
C -2.319 3.766 -2.241
N -1.376 1.714 -2.908
H 1.075 5.681 -5.056
H 0.680 5.905 -3.311
H -0.027 6.937 -4.515
H -0.003 3.122 -4.741
H 0.440 3.780 -3.262
H -2.295 2.921 -4.356
H -1.643 3.879 -1.393
H -3.197 3.303 -1.791
H -2.558 4.791 -2.525
H -2.100 1.124 -2.522
H -1.339 1.153 -3.748
C -2.970 2.712 1.607
O -4.283 2.219 1.718
C -5.329 3.155 1.492
C -6.662 2.293 1.341
C -7.044 1.655 2.679
N -6.667 1.338 0.259
H -2.874 3.568 2.275
H -2.735 3.166 0.644
H -2.271 1.942 1.934
H -5.477 3.810 2.351
H -5.141 3.713 0.575
H -7.422 3.054 1.164
H -6.275 0.946 2.988
H -7.950 1.049 2.666
H -6.960 2.419 3.452
H -6.660 1.881 -0.592
H -5.789 0.841 0.299
C -4.508 -3.712 1.773
O -4.037 -2.577 2.508
C -3.118 -2.913 3.596
C -2.735 -1.752 4.557
C -1.615 -0.865 3.938
N -2.458 -2.337 5.895
H -5.199 -3.502 0.957
H -4.891 -4.525 2.390
H -3.596 -4.020 1.260
H -3.611 -3.689 4.183
H -2.247 -3.341 3.101
H -3.641 -1.158 4.677
H -0.672 -1.401 3.826
H -1.140 -0.172 4.632
H -1.870 -0.363 3.005
H -3.290 -2.727 6.314
H -2.172 -1.729 6.648
C 4.505 -7.243 1.360
O 3.531 -6.297 1.912
C 3.375 -5.048 1.247
C 2.412 -5.221 0.063
C 2.495 -3.985 -0.786
N 1.024 -5.160 0.418
H 4.727 -7.949 2.160
H 5.400 -6.720 1.023
H 4.111 -7.793 0.506
H 2.903 -4.329 1.917
H 4.317 -4.570 0.980
H 2.569 -6.144 -0.495
H 2.279 -3.045 -0.278
H 1.923 -4.061 -1.711
H 3.511 -3.832 -1.150
H 0.570 -5.291 -0.474
H 0.722 -5.917 1.015
C 3.923 3.691 -5.586
O 3.316 3.283 -4.455
C 3.995 2.223 -3.784
C 3.182 1.788 -2.509
C 2.959 3.034 -1.651
N 3.861 0.753 -1.765
H 3.973 2.847 -6.273
H 4.923 4.021 -5.305
H 3.376 4.479 -6.106
H 4.215 1.368 -4.424
H 4.968 2.624 -3.501
H 2.196 1.467 -2.843
H 2.329 3.000 -0.763
H 2.531 3.864 -2.213
H 3.904 3.418 -1.267
H 4.760 1.084 -1.446
H 3.293 0.745 -0.930
C -1.062 -2.669 0.505
O -0.654 -2.677 -0.849
C -1.218 -3.575 -1.751
C -0.551 -3.636 -3.080
C -0.780 -2.379 -3.938
N -0.923 -4.786 -3.897
H -0.686 -3.504 1.096
H -2.140 -2.532 0.585
H -0.701 -1.749 0.965
H -1.134 -4.505 -1.187
H -2.276 -3.330 -1.849
H 0.528 -3.686 -2.933
H -1.838 -2.363 -4.201
H -0.204 -2.446 -4.861
H -0.581 -1.412 -3.475
H -0.259 -4.730 -4.656
H -0.605 -5.603 -3.395
C 5.979 -3.218 3.903
O 4.918 -2.614 3.155
C 3.859 -2.033 3.943
C 2.864 -1.354 3.034
C 3.732 -0.278 2.234
N 1.843 -0.647 3.715
H 6.787 -3.481 3.220
H 5.637 -4.174 4.301
H 6.372 -2.631 4.733
H 3.273 -2.779 4.480
H 4.330 -1.451 4.736
H 2.387 -2.087 2.383
H 4.185 0.459 2.897
H 3.156 0.330 1.536
H 4.616 -0.594 1.680
H 2.304 0.238 3.868
H 1.112 -0.327 3.096
N 0.508 0.384 -0.688
C 0.166 1.153 0.300
N -0.279 2.344 -0.042
O 0.308 0.806 1.490
H 0.593 -0.600 -0.477
H 0.200 0.786 -1.562
H -0.604 2.471 -0.989
H -0.648 2.799 0.781
N 4.091 -1.225 -3.931
C 3.097 -2.028 -3.652
N 2.464 -1.670 -2.584
O 2.838 -3.084 -4.164
H 4.073 -0.557 -3.173
H 4.772 -1.366 -4.663
H 1.641 -2.250 -2.498
H 2.626 -0.888 -1.966
N -0.841 5.959 0.230
C 0.075 6.191 -0.626
N 0.812 5.134 -0.712
O 0.316 7.296 -1.095
H -1.471 6.682 0.548
H -0.786 5.065 0.697
H 1.697 5.291 -1.173
H 0.417 4.240 -0.456
N -4.692 -1.063 -0.650
C -3.710 -0.334 -0.912
N -2.968 -0.232 0.185
O -3.307 0.007 -2.001
H -4.986 -1.154 0.312
H -5.171 -1.427 -1.461
H -2.039 0.132 0.025
H -3.152 -0.749 1.034
N 0.275 2.367 3.630
C -0.120 3.552 3.268
N -0.158 4.524 4.131
O -0.410 3.845 2.116
H 0.782 2.328 4.503
H 0.383 1.751 2.838
H -0.395 5.450 3.805
H -0.178 4.397 5.133
*
```

Atomic partial charges in e from the Mulliken method, atoms 1 to 8: atom 1 (C): -0.295, atom 2 (O): -0.445, atom 3 (C): 0.262, atom 4 (C): -0.034, atom 5 (C): -1.683, atom 6 (N): -0.156, atom 7 (H): 0.161, atom 8 (H): 0.016



Which of them is least stable? Easy: B.



A.
Below is the molecule C3HN3O, with properties calculated with ωB97M-V/def2-TZVPD.

The value obtained for the molar mass is 95.06 g mol⁻¹. Its SMILES is N#C/N=C/OC#N. For the gap between HOMO and LUMO, the calculation gives 0.3813 hartree. The LUMO energy is -0.738 eV.

```
! wB97M-V def2-TZVPD RIJCOSX def2/J DEFGRID3
* xyz 0 1
N -2.460 -1.872 -0.086
C -1.645 -1.069 0.032
N -0.572 -0.350 0.123
C -0.236 0.852 0.033
O 1.079 1.139 0.016
C 1.928 0.163 -0.026
N 2.771 -0.604 -0.061
H -0.865 1.741 -0.031
*
```

Now the Mulliken charges, all in e: atom 1 (N): -0.398, atom 2 (C): 0.401, atom 3 (N): -0.400, atom 4 (C): 0.172, atom 5 (O): -0.332, atom 6 (C): 0.532, atom 7 (N): -0.358, atom 8 (H): 0.384



B.
Below is a cluster of 2 separate species, C3HN3O in total, with properties calculated with ωB97M-V/def2-TZVPD.

The value obtained for the molar mass is 95.06 g mol⁻¹. For the gap between HOMO and LUMO, the calculation gives 0.3610 hartree. The LUMO energy is -0.744 eV.

```
! wB97M-V def2-TZVPD RIJCOSX def2/J DEFGRID3
* xyz 0 1
C -0.835 1.088 2.159
C 0.010 -0.119 -1.808
C 1.138 0.000 -0.877
N -1.457 0.113 1.994
N -0.777 -0.241 -2.632
N 1.790 0.377 0.095
O 2.288 -0.625 -1.028
H -2.158 -0.594 2.097
*
```

Now the Mulliken charges, all in e: atom 1 (C): -0.119, atom 2 (C): 0.215, atom 3 (C): 0.694, atom 4 (N): -0.155, atom 5 (N): -0.255, atom 6 (N): -0.311, atom 7 (O): -0.353, atom 8 (H): 0.284



C.
Below is the molecule C3HN3O, with properties calculated with ωB97M-V/def2-TZVPD.

The value obtained for the molar mass is 95.06 g mol⁻¹. Its SMILES is N#CC(C#N)=NO. For the gap between HOMO and LUMO, the calculation gives 0.3771 hartree. The LUMO energy is -1.291 eV.

```
! wB97M-V def2-TZVPD RIJCOSX def2/J DEFGRID3
* xyz 0 1
N -1.842 2.281 -0.347
C -1.119 1.331 -0.421
C -0.148 0.203 -0.254
C -0.535 -0.444 1.054
N -1.188 -1.072 1.799
N 0.856 -0.065 -0.976
O 1.553 -1.107 -0.240
H 2.423 -1.128 -0.616
*
```

Now the Mulliken charges, all in e: atom 1 (N): -0.339, atom 2 (C): 0.054, atom 3 (C): 0.686, atom 4 (C): 0.300, atom 5 (N): -0.344, atom 6 (N): -0.343, atom 7 (O): -0.361, atom 8 (H): 0.348



Which of them is least stable? Easy: B.